A single C6H11N molecule, computed with ωB97M-V/def2-TZVPD.

Last column: natural (NBO) charge in e.
Cartesian coordinates (Å):
C (-2.561, 0.200, -0.074)  -0.614
C (-1.265, -0.560, -0.329)  -0.371
C (-0.037, 0.010, 0.389)  -0.338
C (1.250, -0.750, 0.131)  -0.380
C (2.473, 0.144, 0.042)  -0.621
C (0.219, 1.387, -0.040)  0.296
N (0.161, 2.501, -0.339)  -0.340
H (-3.389, -0.275, -0.608)  0.216
H (-2.484, 1.240, -0.411)  0.222
H (-2.811, 0.213, 0.992)  0.204
H (-1.363, -1.601, 0.001)  0.207
H (-1.047, -0.586, -1.403)  0.206
H (-0.259, 0.068, 1.467)  0.241
H (1.464, -1.470, 0.928)  0.211
H (1.236, -1.304, -0.822)  0.208
H (2.737, 0.692, 0.952)  0.213
H (3.127, -0.706, -0.033)  0.215
H (2.549, 0.795, -0.845)  0.224

SMILES string: CCC(C#N)CC
2S+1: 1
relative energy (zero: lowest compared OMol25 entry of this formula, charge and spin): 14.6 kcal/mol
frontier orbital gap: 12.21 eV
highest occupied orbital energy: -11.3 eV



A molecular structure, C28H52N2O2Si2Tl, computed with ωB97M-V/def2-TZVPD.

Last column: Löwdin charge in e.
Cartesian coordinates (Å):
O (-0.289, 0.716, -2.132)  -0.246
O (-3.544, 1.281, -1.872)  -0.229
C (0.224, 1.922, -2.901)  -0.164
C (1.469, 1.633, -3.695)  -0.049
H (0.434, 2.626, -2.104)  0.106
H (-0.630, 2.304, -3.459)  0.123
H (2.309, 1.231, -3.114)  0.081
H (1.773, 2.602, -4.093)  0.095
H (1.250, 1.005, -4.562)  0.084
C (-0.997, -0.410, -2.898)  -0.116
C (-1.736, 0.148, -4.077)  -0.061
H (-1.685, -0.863, -2.172)  0.118
H (-0.204, -1.113, -3.170)  0.102
H (-2.554, 0.776, -3.713)  0.073
H (-2.172, -0.656, -4.683)  0.104
H (-1.087, 0.733, -4.734)  0.076
C (-4.217, 0.271, -1.116)  -0.264
C (-3.878, 2.640, -1.608)  -0.272
C (-4.944, -0.641, -2.079)  -0.064
H (-4.931, 0.724, -0.409)  0.127
H (-3.459, -0.296, -0.547)  0.105
H (-5.721, -0.099, -2.626)  0.083
H (-5.442, -1.452, -1.549)  0.080
H (-4.261, -1.088, -2.806)  0.067
C (-4.946, 3.138, -2.556)  -0.065
H (-2.952, 3.211, -1.738)  0.109
H (-4.206, 2.757, -0.566)  0.119
H (-4.688, 2.937, -3.598)  0.081
H (-5.070, 4.213, -2.436)  0.079
H (-5.911, 2.675, -2.337)  0.079
H (-0.152, 0.882, -1.012)  0.032
Tl (1.125, -0.477, 0.513)  1.060
C (-0.902, 1.775, 0.138)  -0.186
Si (-0.840, 2.587, 1.838)  0.415
H (-0.943, 2.612, -0.550)  -0.005
H (-1.773, 1.101, 0.058)  -0.008
C (-0.785, 4.425, 1.424)  -0.190
C (0.663, 2.170, 2.889)  -0.185
C (-2.392, 2.179, 2.815)  -0.170
C (1.959, -1.731, -1.274)  -0.280
Si (1.166, -3.418, -1.295)  0.366
H (3.016, -1.740, -0.959)  0.015
H (1.860, -1.111, -2.174)  -0.008
C (0.952, -4.039, -3.042)  -0.179
C (-0.529, -3.436, -0.477)  -0.192
C (2.237, -4.541, -0.244)  -0.177
H (-3.200, 1.782, 2.182)  0.023
H (-2.733, 3.104, 3.302)  0.037
H (-2.128, 1.438, 3.583)  0.029
H (0.153, 4.646, 0.891)  0.036
H (-0.805, 4.936, 2.399)  0.035
H (-1.644, 4.739, 0.807)  0.034
H (1.533, 1.921, 2.267)  -0.020
H (0.453, 1.321, 3.556)  0.029
H (0.916, 3.050, 3.502)  0.047
H (-1.336, -3.458, -1.221)  0.032
H (-0.727, -2.585, 0.187)  -0.019
H (-0.613, -4.342, 0.140)  0.042
H (1.884, -5.581, -0.315)  0.044
H (2.224, -4.230, 0.812)  0.033
H (3.279, -4.497, -0.588)  0.039
H (0.828, -5.131, -3.012)  0.043
H (1.830, -3.786, -3.651)  0.039
H (0.073, -3.582, -3.518)  0.026
C (1.225, -3.965, 5.706)  -0.067
C (0.296, -3.684, 4.692)  -0.068
C (0.571, -2.690, 3.744)  -0.020
C (1.812, -2.008, 3.812)  -0.273
C (2.725, -2.264, 4.842)  -0.010
C (2.432, -3.255, 5.790)  -0.055
N (2.135, -1.089, 2.809)  0.004
N (3.337, -0.598, 2.875)  0.104
C (3.753, 0.361, 1.943)  -0.309
C (5.058, 0.913, 2.155)  0.004
C (5.562, 1.871, 1.277)  -0.068
C (4.786, 2.330, 0.202)  -0.049
C (3.480, 1.812, 0.012)  -0.111
C (3.006, 0.813, 0.845)  -0.239
H (1.001, -4.747, 6.445)  0.115
H (-0.643, -4.234, 4.636)  0.109
H (-0.123, -2.426, 2.947)  0.094
H (3.649, -1.697, 4.872)  0.106
H (3.154, -3.457, 6.576)  0.110
H (5.608, 0.546, 3.024)  0.117
H (6.564, 2.258, 1.439)  0.109
H (5.178, 3.092, -0.472)  0.110
H (2.855, 2.214, -0.792)  0.090

total charge: +1
2S+1: 1
relative energy (zero: lowest compared OMol25 entry of this formula, charge and spin): 0.0 kcal/mol
frontier orbital gap: 6.56 eV
highest occupied orbital energy: -11.0 eV



A molecular structure, C25H26IrN3O9P2, computed with ωB97M-V/def2-TZVPD.

Last column: natural (NBO) charge in e.
Cartesian coordinates (Å):
Ir (0.220, -0.285, 0.746)  1.364
C (4.216, 1.126, 1.639)  -0.079
O (3.379, 1.002, 2.862)  -0.391
C (2.249, 0.519, 2.470)  0.626
N (2.057, 0.361, 1.199)  -0.476
C (3.240, 0.845, 0.467)  -0.108
C (3.753, -0.180, -0.515)  -0.083
C (3.247, -1.476, -0.566)  -0.221
C (3.759, -2.398, -1.469)  -0.193
C (4.793, -2.029, -2.320)  -0.183
C (5.308, -0.737, -2.269)  -0.188
C (4.789, 0.185, -1.373)  -0.154
C (1.178, 0.098, 3.399)  0.139
C (1.135, 0.182, 4.778)  -0.132
C (-0.004, -0.290, 5.427)  -0.103
C (-1.067, -0.822, 4.700)  -0.140
C (-0.945, -0.870, 3.322)  0.122
N (0.157, -0.436, 2.718)  -0.346
C (-1.907, -1.403, 2.339)  0.619
N (-1.665, -1.395, 1.064)  -0.539
C (-2.727, -2.232, 0.458)  -0.150
C (-3.753, -2.394, 1.609)  -0.090
O (-3.004, -1.965, 2.773)  -0.401
C (-3.307, -1.847, -0.862)  0.208
C (-4.574, -2.416, -1.218)  -0.171
C (-5.130, -2.153, -2.432)  -0.161
C (-4.428, -1.326, -3.347)  0.081
C (-3.156, -0.777, -3.010)  -0.159
C (-2.600, -1.044, -1.795)  -0.155
H (4.986, 0.365, 1.732)  0.233
H (4.645, 2.122, 1.648)  0.245
H (2.946, 1.769, -0.030)  0.266
H (2.470, -1.804, 0.127)  0.169
H (3.370, -3.407, -1.493)  0.231
H (5.206, -2.748, -3.013)  0.244
H (6.118, -0.449, -2.925)  0.243
H (5.194, 1.190, -1.347)  0.218
H (1.967, 0.607, 5.324)  0.283
H (-0.066, -0.238, 6.506)  0.276
H (-1.961, -1.186, 5.187)  0.277
H (-2.278, -3.220, 0.243)  0.277
H (-4.061, -3.421, 1.779)  0.250
H (-4.622, -1.744, 1.516)  0.226
H (-5.091, -3.060, -0.519)  0.254
H (-6.089, -2.567, -2.711)  0.279
H (-4.857, -1.121, -4.321)  0.261
H (-2.642, -0.154, -3.729)  0.263
H (-1.623, -0.661, -1.536)  0.250
C (-2.099, 2.682, -1.672)  -0.637
C (-0.617, 2.767, -1.329)  -0.473
O (-0.121, 3.979, -1.855)  -0.692
P (0.332, 1.402, -2.109)  2.390
O (1.792, 1.872, -2.422)  -0.967
O (-0.402, 1.130, -3.480)  -0.986
O (0.426, 0.148, -1.277)  -1.105
P (-0.302, 2.704, 0.488)  2.370
O (-1.241, 3.777, 1.138)  -0.963
O (1.129, 2.943, 0.701)  -1.102
O (-0.883, 1.314, 0.997)  -0.974
H (-2.238, 2.808, -2.744)  0.255
H (-2.618, 3.498, -1.171)  0.258
H (-2.534, 1.736, -1.349)  0.206
H (0.661, 4.272, -1.360)  0.506
H (1.906, 2.622, -3.026)  0.551
H (0.126, 0.679, -4.158)  0.544
H (-2.142, 3.551, 1.396)  0.537

total charge: +3
2S+1: 2
frontier orbital gap (spin up / spin down): 6.14 / 3.35 eV
highest occupied orbital energy (spin up / spin down): -16.2 / -16.2 eV



Number 1: electronic energy -289.9484 a.u.. Number 2: electronic energy -2109.1390 a.u.. Number 3: electronic energy -2595.9597 a.u..